Run i
48
Properties=species:S:1:pos:R:3:lowdin_charge:R:1 method="wB97M-V/def2-TZVPD" orbital_gap_ev=8.3 smiles="COc1ccc(C(=O)[C@@H]2CCCN(S(=O)(=O)c3cccnc3)C2)c(C)c1" lumo_energy_ev=-0.46 total_charge=0 homo_ev=-8.77 multiplicity=1
C -2.391 -4.553 4.031 -0.115
O -2.446 -3.281 4.586 -0.112
C -2.047 -2.140 3.713 -0.197
C -1.977 -0.837 4.165 -0.013
C -1.705 0.262 3.408 0.032
C -1.151 0.069 2.091 -0.098
C -1.058 1.301 1.184 -0.173
O -1.633 2.480 1.419 0.028
C 0.372 1.100 0.654 -0.151
C 1.534 1.964 1.495 -0.120
C 2.871 2.041 0.973 -0.161
C 2.768 2.525 -0.561 -0.037
N 1.520 1.754 -1.319 -0.181
S 2.206 0.265 -2.049 0.636
O 3.480 0.499 -2.343 -0.220
O 1.752 -0.896 -1.404 -0.258
C 1.205 0.334 -3.608 -0.278
C 0.304 -0.542 -3.869 0.032
C -0.780 -0.253 -5.129 0.057
C -0.150 0.673 -5.828 -0.081
N 0.993 1.663 -5.535 0.142
C 1.433 1.300 -4.548 -0.343
C 0.340 1.739 -0.727 -0.276
C -1.415 -1.153 1.488 -0.156
C -1.196 -1.539 -0.126 0.054
C -1.882 -2.081 2.373 -0.044
H -2.714 -5.165 4.967 0.138
H -1.452 -4.792 3.637 0.079
H -3.207 -4.518 3.448 0.047
H -2.077 -0.773 5.350 0.167
H -1.592 1.042 3.745 -0.012
H 0.654 0.255 0.605 0.003
H 1.509 1.455 2.374 0.081
H 1.167 2.954 1.740 0.125
H 3.674 2.383 1.449 0.066
H 3.127 0.907 0.766 0.154
H 3.522 2.230 -1.159 0.025
H 2.239 3.678 -0.548 0.186
H -0.159 -1.065 -3.111 0.070
H -1.431 -0.986 -5.315 0.049
H -0.532 0.831 -6.780 0.072
H 2.509 2.066 -4.347 0.194
H -0.232 1.307 -1.344 0.050
H 0.012 2.865 -0.685 0.188
H -1.747 -0.489 -0.582 0.147
H -0.246 -1.379 -0.270 -0.039
H -1.966 -2.249 -0.440 0.078
H -1.999 -3.252 1.967 0.166

Run ii
48
Properties=species:S:1:pos:R:3:lowdin_charge:R:1 method="wB97M-V/def2-TZVPD" orbital_gap_ev=8.8 smiles="Cc1ccccc1NS(=O)(=O)c1ccc(OCC(=O)N2CCCC2)cc1" lumo_energy_ev=0.44 total_charge=0 homo_ev=-8.32 multiplicity=1
C -5.834 -0.204 2.403 -0.045
C -5.501 -0.688 1.021 -0.217
C -6.243 -1.699 0.429 -0.054
C -5.961 -2.149 -0.849 -0.095
C -4.914 -1.585 -1.555 -0.079
C -4.152 -0.584 -0.982 -0.024
C -4.439 -0.127 0.299 -0.252
N -3.637 0.865 0.859 -0.048
S -2.984 2.132 -0.042 0.671
O -3.842 2.474 -1.137 -0.273
O -2.691 3.130 0.945 -0.287
C -1.470 1.429 -0.660 -0.305
C -0.570 0.890 0.235 -0.040
C 0.607 0.325 -0.222 0.007
C 0.882 0.311 -1.589 -0.252
O 1.973 -0.254 -2.161 -0.014
C 3.023 -0.709 -1.347 -0.099
C 3.709 0.445 -0.600 -0.443
O 3.330 1.594 -0.697 0.096
N 4.751 0.082 0.168 -0.053
C 5.334 -1.240 0.291 -0.156
C 6.441 -1.062 1.331 -0.162
C 6.864 0.393 1.137 -0.162
C 5.532 1.086 0.878 -0.134
C -0.037 0.871 -2.483 0.024
C -1.208 1.429 -2.019 -0.055
H -6.713 -0.721 2.781 0.077
H -6.044 0.867 2.398 0.086
H -5.008 -0.388 3.090 0.085
H -7.064 -2.135 0.980 0.108
H -6.558 -2.934 -1.289 0.098
H -4.684 -1.925 -2.553 0.103
H -3.335 -0.138 -1.525 0.091
H -3.909 1.182 1.775 0.099
H -0.797 0.921 1.289 0.120
H 1.305 -0.080 0.492 0.115
H 2.677 -1.472 -0.636 0.132
H 3.736 -1.170 -2.036 0.140
H 5.750 -1.563 -0.671 0.126
H 4.588 -1.975 0.606 0.121
H 6.037 -1.200 2.334 0.114
H 7.258 -1.766 1.184 0.111
H 7.512 0.483 0.265 0.115
H 7.381 0.800 2.003 0.112
H 5.029 1.348 1.815 0.131
H 5.609 1.987 0.268 0.125
H 0.199 0.857 -3.534 0.124
H -1.931 1.869 -2.688 0.119

Run iii
48
Properties=species:S:1:pos:R:3:lowdin_charge:R:1 method="wB97M-V/def2-TZVPD" orbital_gap_ev=8.3 smiles="COc1ccc(OC)c(NC(=O)C2CCN(C(=O)c3cccs3)CC2)c1" lumo_energy_ev=0.69 total_charge=0 homo_ev=-7.65 multiplicity=1
C 3.104 -2.246 -2.082 -0.076
O 3.341 -2.459 -0.710 -0.083
C 2.339 -2.169 0.168 -0.271
C 2.620 -2.355 1.519 -0.001
C 1.662 -2.103 2.481 -0.008
C 0.399 -1.637 2.131 -0.219
O -0.629 -1.429 3.001 -0.087
C -0.359 -1.493 4.378 -0.082
C 0.139 -1.401 0.775 -0.147
N -1.100 -0.848 0.378 0.171
C -1.565 0.317 0.893 -0.441
O -0.974 0.944 1.748 0.075
C -2.910 0.836 0.369 -0.210
C -2.758 2.343 0.118 -0.111
C -1.701 2.586 -0.978 -0.117
N -1.507 1.385 -1.755 -0.056
C -0.333 0.801 -2.073 -0.495
O -0.291 -0.229 -2.737 0.025
C 0.928 1.422 -1.610 -0.443
C 1.393 1.664 -0.350 -0.116
C 2.743 2.075 -0.337 -0.163
C 3.287 2.131 -1.579 -0.400
S 2.171 1.663 -2.797 1.062
C -2.745 0.739 -2.139 -0.114
C -3.472 0.185 -0.897 -0.117
C 1.086 -1.695 -0.195 0.050
H 4.032 -2.512 -2.585 0.094
H 2.294 -2.880 -2.454 0.100
H 2.864 -1.199 -2.293 0.069
H 3.598 -2.711 1.800 0.117
H 1.910 -2.280 3.516 0.105
H 0.430 -0.791 4.664 0.100
H -1.287 -1.210 4.871 0.094
H -0.078 -2.506 4.688 0.093
H -1.454 -1.176 -0.508 0.134
H -3.615 0.685 1.194 0.156
H -2.447 2.832 1.040 0.115
H -3.723 2.752 -0.182 0.117
H -2.035 3.391 -1.647 0.129
H -0.752 2.882 -0.537 0.113
H 0.815 1.531 0.547 0.101
H 3.280 2.314 0.564 0.105
H 4.280 2.419 -1.861 0.062
H -3.368 1.482 -2.645 0.131
H -2.501 -0.052 -2.850 0.122
H -3.403 -0.902 -0.843 0.109
H -4.534 0.429 -0.968 0.117
H 0.829 -1.527 -1.229 0.093

It turns out run iii is the most stable, with the second structure 5.8 kcal/mol higher.

Run i
34
Properties=species:S:1:pos:R:3:lowdin_charge:R:1 method="wB97M-V/def2-TZVPD" orbital_gap_ev=10.2 lumo_energy_ev=-0.28 total_charge=0 homo_ev=-10.47 multiplicity=1
Ne -13.229 4.653 6.166 0.052
O -12.995 5.805 9.798 -0.073
H -13.440 4.960 9.740 -0.021
H -13.289 6.285 9.024 -0.008
O -16.182 4.064 6.896 -0.044
H -15.654 3.874 6.120 0.005
H -16.559 3.219 7.142 0.064
O -10.594 4.627 3.340 -0.038
H -9.917 5.238 3.049 0.052
H -10.431 4.517 4.277 -0.031
O -13.075 2.000 3.280 -0.027
H -12.540 2.159 2.503 0.058
H -12.561 1.387 3.805 0.056
O -15.228 3.334 4.153 -0.072
H -14.364 3.039 3.865 -0.026
H -15.206 4.285 4.044 -0.029
O -9.351 6.678 5.652 -0.044
H -9.417 5.756 5.898 -0.017
H -10.036 7.113 6.160 0.038
O -14.680 3.533 9.030 -0.049
H -14.264 2.687 9.195 0.047
H -14.976 3.481 8.121 -0.019
O -12.301 6.973 4.092 -0.034
H -11.980 7.699 4.627 0.052
H -11.613 6.311 4.147 -0.002
O -14.865 5.977 3.737 -0.043
H -13.928 6.098 3.888 -0.004
H -15.258 6.816 3.979 0.060
O -15.086 6.849 7.584 -0.048
H -15.703 6.946 8.309 0.046
H -15.396 6.079 7.106 -0.007
O -10.046 3.891 5.950 -0.039
H -9.290 3.552 5.470 0.067
H -9.851 3.703 6.868 0.078

Run ii
34
Properties=species:S:1:pos:R:3:lowdin_charge:R:1 method="wB97M-V/def2-TZVPD" orbital_gap_ev=10.2 lumo_energy_ev=-0.15 total_charge=0 homo_ev=-10.34 multiplicity=1
Ne -0.868 -0.391 -0.052 0.027
O -1.609 -1.996 2.669 -0.042
H -2.161 -1.609 3.349 0.070
H -1.890 -2.910 2.623 0.074
O 3.242 -1.067 1.204 -0.032
H 3.665 -1.617 0.544 0.025
H 2.867 -0.340 0.707 0.020
O -4.507 -0.819 1.281 -0.048
H -3.604 -1.130 1.221 -0.002
H -4.454 -0.033 1.826 0.032
O 0.338 0.012 2.647 -0.046
H -0.371 -0.576 2.906 -0.012
H 0.399 0.644 3.364 0.046
O -0.825 1.964 -3.274 -0.049
H -0.471 2.503 -3.982 0.056
H -0.058 1.707 -2.763 -0.011
O -2.721 3.256 -1.687 -0.074
H -2.841 4.026 -2.244 0.020
H -2.100 2.708 -2.166 -0.034
O -0.152 -1.300 -3.824 -0.054
H 0.219 -1.304 -2.941 -0.020
H -1.089 -1.154 -3.690 0.032
O 1.024 -2.852 3.075 -0.057
H 0.125 -2.936 2.755 -0.017
H 1.452 -2.281 2.438 -0.003
O 1.453 2.535 1.094 -0.031
H 1.629 3.317 1.616 0.045
H 0.965 1.958 1.682 0.003
O 2.142 -1.360 -1.923 -0.030
H 2.289 -2.215 -1.519 0.057
H 3.019 -1.035 -2.125 0.059
O 1.530 1.668 -1.897 -0.031
H 1.786 1.913 -1.008 0.020
H 1.577 0.712 -1.905 0.005

It turns out run i is the most stable, with the second structure 14.8 kcal/mol higher.

Run i
17
Properties=species:S:1:pos:R:3:lowdin_charge:R:1 method="wB97M-V/def2-TZVPD" orbital_gap_ev="8.5 / 8.5" lumo_energy_ev="-9.41 / -9.41" total_charge=+2 homo_ev="-17.90 / -17.90" multiplicity=1
C 0.835 1.214 -0.691 0.155
C 1.283 0.098 -0.121 -0.346
N 2.646 0.050 0.481 0.262
N 0.775 -1.161 -0.142 0.143
C -0.373 -1.658 -0.179 -0.065
N -1.612 -0.996 -0.044 0.109
N -1.692 0.268 0.064 0.041
N -2.786 0.850 0.275 0.232
H 1.451 2.098 -0.759 0.099
H -0.109 1.275 -1.200 0.075
H 3.291 -0.430 -0.170 0.197
H 2.641 -0.503 1.353 0.190
H 3.021 0.989 0.679 0.188
H -0.466 -2.733 -0.286 0.157
H -2.445 -1.604 0.012 0.201
H -2.767 1.867 0.349 0.179
H -3.691 0.376 0.380 0.183

Run ii
17
Properties=species:S:1:pos:R:3:lowdin_charge:R:1 method="wB97M-V/def2-TZVPD" orbital_gap_ev="6.9 / 8.3" lumo_energy_ev="-11.88 / -11.23" total_charge=+2 homo_ev="-18.78 / -19.49" multiplicity=1
C -1.506 1.075 -0.315 -0.002
C 1.655 0.547 -0.250 -0.176
C 0.327 -1.306 0.301 -0.104
N -0.489 1.636 0.214 0.198
N -1.859 -0.269 -0.201 0.150
N 0.916 -0.519 -0.688 0.020
N 0.857 1.600 0.248 0.150
N -1.186 -1.337 0.277 0.151
H -2.228 1.720 -0.864 0.198
H 2.210 0.225 0.643 0.172
H 2.328 1.017 -0.905 0.163
H 0.513 -2.339 0.218 0.143
H 0.536 -0.854 1.363 0.197
H -2.801 -0.441 -0.387 0.169
H 0.905 -0.841 -1.607 0.153
H 1.323 2.130 1.057 0.242
H -1.503 -2.044 0.895 0.178

It turns out run i is the most stable, with the second structure 82.1 kcal/mol higher.